1.
Entry from the OMol25 dataset: a 2-piece molecular cluster, C2H5N overall (ωB97M-V with the def2-TZVPD basis set).

Computed properties:
LUMO energy (eV): -0.07
Relative energy (zero: lowest compared OMol25 entry of this formula, charge and spin) (kcal per mole): 64.4
DFT total energy (eV): -3641.723
Total charge: 0
Kohn-Sham gap (eV): 9.850

Last column: Mulliken charge in e.
Cartesian coordinates (Å):
C 0.5917 -0.2473 0.1463  0.238
C -0.5682 0.6198 0.1377  -0.963
N 1.7424 0.2299 -0.0623  -0.565
H 0.3880 -1.3079 0.3595  0.346
H -1.6731 -0.2916 -1.0350  0.110
H -0.4369 1.6160 -0.2437  0.261
H -1.2578 0.4999 0.9570  0.320
H 2.5087 -0.4369 -0.0229  0.253

Cartesian forces, eV/Å:
C 0.5 -0.8 0.2
C -2.9 -2.0 -2.4
N 0.2 0.5 -0.2
H 0.2 0.2 0.0
H 2.3 2.0 2.3
H 0.0 0.2 -0.1
H -0.1 0.1 0.2
H -0.2 -0.3 0.1


2.
Entry from the OMol25 dataset: C20H26K2N6O12S3Zn2 as an isolated structure (ωB97M-V with the def2-TZVPD basis set).

Computed properties:
LUMO energy (eV): -1.81
DFT total energy (eV): -216665.833
Total charge: 0
Kohn-Sham gap (eV): 4.977

Last column: Mulliken charge in e.
Cartesian coordinates (Å):
Zn 1.0600 0.5032 1.8050  0.202
Zn 1.7984 -0.6105 -2.4547  0.411
K -1.2369 1.4843 -3.8402  1.082
K -2.2866 -2.4821 -2.4313  0.933
S -0.3727 -0.0559 -1.0105  0.542
O -0.1849 0.2959 0.3722  0.697
O -1.7384 0.0736 -1.5020  -1.020
O 0.5878 0.7388 -1.7603  -0.712
O 0.1626 -1.3812 -1.3166  -0.063
S 3.1552 -0.2645 0.4217  0.814
O 2.9676 -0.7684 -0.9456  -0.312
O 2.5096 1.0437 0.6566  -0.319
O 2.4092 -1.0464 1.3494  -0.634
O 4.5890 -0.2869 0.8006  -0.670
S 1.0514 -2.1456 -4.4003  1.262
O 1.2314 -2.4255 -5.7810  -0.629
O 2.2866 -2.1169 -3.6612  -0.710
O 0.6596 -0.7815 -4.0436  -0.566
O 0.0795 -3.1366 -3.9450  -0.691
C -3.7381 -1.3106 0.9057  0.308
C -4.4522 -2.2680 0.1194  0.197
N -4.9915 -3.0236 -0.5379  -0.457
H -2.6850 -1.5138 0.7113  -0.407
H -3.9026 -1.4304 1.9765  0.400
H -3.9981 -0.2833 0.6502  0.050
C -1.0243 4.8038 2.4662  -0.971
C -0.2961 3.5840 2.2298  0.830
N 0.2782 2.5658 2.0264  -0.281
H -2.0642 4.4802 2.4230  0.291
H -0.8377 5.3853 1.5633  0.171
H -0.8101 5.3489 3.3855  0.367
N -2.6976 2.4686 -0.5507  0.489
C -1.6619 3.3190 -0.5978  -0.179
C -2.3201 4.5712 -0.7686  -0.707
C -3.6251 4.5136 -0.5008  -0.794
C -3.9661 3.1424 -0.5178  -0.647
H -2.4626 1.4866 -0.5307  0.078
H -0.6052 3.1045 -0.6599  0.498
H -1.6951 5.4511 -0.8078  0.442
H -4.3543 5.3036 -0.3979  0.433
H -4.9185 2.6457 -0.4055  0.468
N 2.0477 -4.4575 -0.8108  0.322
C 1.7860 -5.8048 -0.5921  -0.900
C 2.8292 -6.2103 0.2306  -0.224
C 3.7924 -5.2358 0.3022  -0.924
C 3.2590 -4.1410 -0.3751  -0.069
H 1.4667 -3.7778 -1.2805  0.084
H 0.8245 -6.1859 -0.9030  0.577
H 2.9103 -7.1747 0.7099  0.424
H 4.6102 -5.3437 0.9994  0.385
H 3.4250 -3.0761 -0.3053  0.184
N 1.9860 4.4511 0.3952  0.168
C 1.7735 5.7960 0.7350  -0.840
C 1.2045 6.4094 -0.3910  -0.351
C 1.0590 5.4670 -1.3867  -0.634
C 1.6112 4.2353 -0.9476  -0.608
H 2.3335 3.7065 0.9825  0.271
H 2.1014 6.0848 1.7227  0.490
H 0.9643 7.4541 -0.5221  0.442
H 0.6388 5.6358 -2.3672  0.458
H 1.8847 3.3111 -1.4349  0.646
N -0.5306 -2.9843 2.9184  0.101
C -0.3373 -4.1615 3.6671  -0.635
C -0.2099 -5.1281 2.7027  -0.462
C -0.5459 -4.5850 1.4488  -0.759
C -0.6106 -3.2415 1.5731  0.145
H -0.5564 -2.0754 3.3580  0.175
H -0.3052 -4.1723 4.7465  0.436
H 0.0066 -6.1607 2.9337  0.401
H -0.6048 -5.1723 0.5444  0.366
H -0.7138 -2.4447 0.8513  0.135

Cartesian forces, eV/Å:
Zn 0.8 0.3 -0.9
Zn 1.4 -1.2 -0.2
K 0.5 -0.3 0.1
K 0.8 -0.4 -0.3
S 2.6 -2.4 -1.9
O -2.4 0.3 2.4
O -1.1 0.4 0.3
O -0.4 4.5 -1.2
O -1.7 -2.2 1.2
S 6.7 0.5 -0.2
O 0.2 0.4 -0.5
O -0.1 3.5 -1.0
O -3.8 -3.5 3.7
O -2.5 0.5 -1.2
S -1.2 -3.6 -2.5
O 0.6 1.0 -2.0
O 4.2 -1.7 2.4
O -3.9 4.6 -0.8
O -1.3 0.0 2.0
C 0.7 0.5 0.6
C -0.1 0.5 0.5
N -0.5 -0.9 -1.0
H 0.1 0.4 0.2
H -0.1 -0.2 -0.1
H 0.1 -0.1 -0.2
C -0.5 -0.2 -0.8
C 2.8 -4.4 -0.2
N -2.2 3.2 1.5
H -0.2 0.3 0.1
H 0.0 0.4 0.1
H 0.3 -0.3 -0.1
N -1.8 -0.7 0.6
C -2.2 2.6 -1.6
C 5.7 0.9 1.2
C -3.7 -2.2 -0.6
C 2.6 0.1 0.8
H -0.9 -0.3 -0.1
H -0.2 -0.4 0.0
H -0.2 0.3 -0.2
H 0.2 0.1 -0.2
H 0.3 -0.2 0.0
N -0.9 -1.2 -1.2
C 0.0 1.5 0.8
C -1.4 -2.3 -0.9
C 0.1 1.3 0.4
C 0.9 1.1 1.7
H 0.0 -0.3 -0.2
H 0.3 -0.4 0.1
H -0.1 -0.1 -0.2
H 0.3 0.5 -0.4
H 0.9 -0.2 -0.3
N -0.4 1.0 -2.0
C 0.0 -1.7 -1.0
C 0.4 0.6 1.9
C 0.9 -2.7 -0.8
C -0.2 2.0 1.6
H 0.2 0.2 -0.1
H -0.2 0.5 -0.2
H 0.0 0.0 0.3
H 0.2 0.0 0.0
H -0.4 0.0 0.1
N 0.0 0.4 1.6
C 0.4 1.1 -2.0
C -0.9 -1.0 1.3
C 0.9 -1.0 -1.0
C -0.6 0.5 0.7
H 0.0 -0.2 -0.3
H 0.2 0.1 -0.2
H -0.2 0.0 -0.2
H 0.1 0.3 0.0
H 0.1 -0.1 0.0


3.
Entry from the OMol25 dataset: a 2-piece molecular cluster, C16H25BClF5N3O7 overall (ωB97M-V with the def2-TZVPD basis set).

Computed properties:
LUMO energy (eV): 2.60
DFT total energy (eV): -62587.414
Total charge: -1
Kohn-Sham gap (eV): 8.833

Last column: Mulliken charge in e.
Cartesian coordinates (Å):
C -2.7225 3.3752 3.6559  -0.793
C -1.4485 2.5434 4.2092  0.759
O -1.5125 2.1570 5.4067  -0.575
O -0.3470 2.3473 3.3386  -0.396
C -0.2212 0.9171 2.9677  0.045
C 1.3033 0.4576 2.8071  -1.569
C 1.5189 -0.9498 2.0624  1.276
C 3.0115 -1.3688 2.4899  -1.114
C 4.1770 -0.6005 1.7030  -0.006
O 4.2003 0.6200 1.4150  -0.481
O 1.6867 -0.7006 0.6226  -0.518
B 0.4344 -0.9864 -0.1389  -0.286
C 0.4585 -2.2560 -1.2066  -0.660
C -0.7406 -3.3017 -1.0084  0.632
O -0.5531 -4.5068 -0.6822  -0.534
Cl -2.5272 -2.8639 -1.2893  -0.245
C 0.0889 0.4443 -0.8740  0.927
F 1.0811 0.5998 -1.9298  -0.314
F 0.2202 1.5999 -0.0472  -0.302
C -1.3391 0.5175 -1.6142  0.467
F -2.4061 0.2988 -0.7184  -0.223
F -1.4101 -0.2733 -2.7990  -0.236
F -1.4894 1.8841 -2.0724  -0.312
O -0.4390 -1.4931 0.9366  -0.388
C 0.3343 -2.0517 2.0412  0.873
N 0.9154 -3.4187 1.7481  -0.680
C -0.4762 -2.3597 3.4124  -1.034
N -1.9347 -1.9815 3.3256  -0.664
H -3.6049 3.3396 4.3907  0.279
H -2.4031 4.4690 3.4761  0.268
H -2.9815 2.9085 2.6364  0.221
H -0.8749 0.7615 2.0471  -0.077
H -0.6420 0.3383 3.8789  0.450
H 1.7970 0.5486 3.8319  0.391
H 1.8130 1.2552 2.1398  0.328
H 3.2396 -2.4884 2.4072  0.364
H 3.1636 -1.1062 3.6097  0.334
H 5.1138 -1.2203 1.4150  0.296
H 1.4291 -2.8594 -1.0203  0.276
H 0.5377 -1.9000 -2.3015  0.463
H 1.7069 -3.3378 1.0852  0.309
H 1.3621 -3.7864 2.6147  0.312
H 0.0679 -1.7642 4.2383  0.314
H -0.4755 -3.4849 3.6792  0.343
H -2.2141 -1.8452 4.3185  0.284
H -2.0610 -1.0801 2.8460  0.231
C -0.1812 1.3870 -4.6461  -0.866
C 0.4794 1.2428 -5.9900  0.401
O 1.4912 0.5727 -6.1511  -0.687
N -0.0822 1.8872 -7.0527  -0.134
C -1.2650 2.7195 -7.0722  -0.765
H 0.3784 0.8205 -3.9056  0.229
H -0.1904 2.4365 -4.3432  0.350
H -1.1986 0.9947 -4.6847  0.354
H 0.4170 1.7428 -7.9188  0.237
H -1.9819 2.2801 -7.7699  0.261
H -0.9804 3.7115 -7.4312  0.269
H -1.7233 2.8076 -6.0892  0.318

Cartesian forces, eV/Å:
C 1.2 -0.2 -0.7
C -1.1 0.0 2.8
O 0.9 0.9 -4.4
O -2.0 -0.3 1.2
C -0.1 -1.3 1.0
C -0.9 1.7 -0.7
C 1.6 1.1 -1.0
C 0.5 -0.2 0.9
C -0.2 2.7 -0.6
O -0.2 -4.1 1.2
O -0.2 -0.6 0.8
B 0.7 -0.9 1.6
C 0.4 -0.8 -1.5
C 2.0 -4.4 1.0
O -0.9 5.5 -1.6
Cl 1.4 0.1 0.1
C 0.0 0.6 -0.9
F -1.8 0.0 1.8
F -0.6 -1.9 -1.6
C -0.3 2.2 -0.7
F 2.4 0.1 -2.5
F -0.4 1.5 3.6
F -0.2 -2.8 0.8
O -0.6 -0.9 2.5
C 0.7 -0.3 -0.1
N 0.7 0.9 0.1
C -0.2 0.9 -0.3
N 0.9 0.2 1.1
H 1.6 -0.1 -1.1
H -0.5 -1.7 0.2
H 0.2 0.8 1.5
H 1.1 0.0 1.2
H 0.5 0.8 -1.7
H -0.7 -0.4 -1.3
H -0.7 -1.5 1.0
H -0.4 1.6 -0.1
H -0.1 -0.4 -1.7
H -1.3 0.5 0.5
H -1.7 0.7 -0.3
H -0.4 -0.8 1.5
H -0.8 0.0 0.3
H -0.7 0.5 -0.8
H -0.7 -0.9 -1.0
H 0.3 1.9 -0.7
H -0.1 0.0 -1.1
H 0.3 -0.6 0.2
C 0.2 0.0 -0.3
C 0.5 -0.3 0.1
O -0.2 0.2 -0.1
N 0.1 -0.1 0.2
C 0.3 -0.1 -0.4
H 0.0 0.1 -0.3
H -0.2 -0.1 0.0
H 0.0 0.2 0.0
H -0.1 0.0 0.1
H -0.2 0.2 0.1
H -0.3 0.1 0.1
H 0.1 -0.1 -0.1


4.
Entry from the OMol25 dataset: C23H41N2NdP3S as an isolated structure (ωB97M-V with the def2-TZVPD basis set).

Computed properties:
LUMO energy (spin up / spin down) (eV): -10.58 / -10.54
Relative energy (zero: lowest compared OMol25 entry of this formula, charge and spin) (kcal per mole): 0.0
Multiplicity: 4
DFT total energy (eV): -81447.748
<S²>: 3.754
Total charge: +3
Kohn-Sham gap (spin up / spin down) (eV): 3.323 / 3.366

Last column: Löwdin spin population.
Cartesian coordinates (Å):
Nd -0.2134 0.2417 -0.2794  3.040
P 0.1445 -1.5554 2.0745  -0.008
P 1.7203 1.7134 1.2221  -0.006
P -1.1074 -2.0786 -1.4705  -0.008
H 2.6873 0.2190 -1.2415  0.001
C 1.8197 0.0029 -1.8851  0.001
C 0.9661 0.9531 -2.3386  -0.002
H 1.0414 2.0193 -2.0718  0.000
C 1.6208 -2.6621 2.1003  -0.001
C 0.1989 -0.7170 3.7135  -0.001
C -1.2670 -2.7127 2.3254  0.000
C 2.3259 2.9976 0.0604  0.000
C 1.0979 2.6901 2.6461  -0.002
C 3.1986 0.8058 1.7764  0.000
C -1.1352 -1.6787 -3.2701  -0.001
C -2.8526 -2.4794 -1.0415  -0.002
C -0.0731 -3.5661 -1.2782  0.000
H 1.7496 -1.0625 -2.1521  0.001
H 0.0711 0.7260 -2.9492  0.000
H 1.6402 -3.2989 2.9976  0.000
H 2.5447 -2.0642 2.0756  0.000
H 1.6209 -3.3110 1.2112  0.000
H 0.2045 -1.4469 4.5354  0.000
H -0.6872 -0.0800 3.8330  0.000
H 1.0843 -0.0781 3.8124  0.000
H -1.1564 -3.2779 3.2613  0.000
H -1.3632 -3.4241 1.4959  0.000
H -2.2017 -2.1378 2.3829  0.000
H 3.0390 3.6570 0.5693  0.000
H 1.4796 3.6029 -0.3007  0.000
H 2.8034 2.5368 -0.8152  0.000
H 1.9374 3.0650 3.2445  0.000
H 0.4532 2.0448 3.2666  0.000
H 0.4864 3.5344 2.2884  0.000
H 3.9634 1.5355 2.0761  0.000
H 3.5928 0.1901 0.9520  0.000
H 2.9786 0.1334 2.6186  0.000
H -1.5376 -2.4996 -3.8749  0.000
H -0.1185 -1.4368 -3.6157  0.000
H -1.7467 -0.7734 -3.4319  0.000
H -3.1976 -3.3556 -1.6051  0.000
H -3.4925 -1.6055 -1.2779  0.000
H -2.9378 -2.6627 0.0477  0.000
H -0.3840 -4.3659 -1.9638  0.000
H -0.0880 -3.9335 -0.2429  0.000
H 0.9707 -3.3014 -1.5053  0.000
C 2.2375 -4.4820 -5.7039  0.000
C 3.2042 -5.5008 -5.6706  0.000
C 4.2961 -5.4581 -6.5401  0.000
C 4.4279 -4.4035 -7.4562  0.000
C 3.4614 -3.3951 -7.4996  0.000
C 2.3656 -3.4285 -6.6357  0.000
S 0.8728 -4.4699 -4.6142  0.000
H 1.1511 -5.6116 -3.9238  0.000
H 3.0772 -6.3112 -4.9495  0.000
H 5.0486 -6.2444 -6.5070  0.000
H 5.2814 -4.3715 -8.1321  0.000
H 3.5519 -2.5690 -8.2085  0.000
H 1.5974 -2.6562 -6.6524  0.000
N -3.6152 5.3685 4.0030  0.000
C -3.1511 4.5262 3.3208  0.000
C -2.5822 3.4822 2.4904  0.000
C -1.9743 3.7768 1.2805  0.000
C -1.6324 2.7553 0.4160  0.000
N -1.9627 1.4680 0.7292  -0.008
C -2.3972 1.1482 1.9724  0.000
C -2.7136 2.1442 2.8729  0.000
H -1.7460 4.7917 1.0033  0.000
H -1.0618 2.8871 -0.5181  0.000
H -2.4254 0.0756 2.2051  0.000
H -3.0523 1.8782 3.8482  0.000

Cartesian forces, eV/Å:
Nd -1.9 -0.1 2.2
P 0.2 -0.8 0.8
P 0.3 0.5 0.3
P -0.6 -1.3 -0.7
H -0.4 0.2 -0.4
C 0.6 0.6 -1.2
C 0.9 -0.3 -0.6
H 0.3 -0.4 -0.1
C 0.1 0.1 -0.3
C 0.0 0.2 0.0
C -0.1 0.1 -0.1
C 0.0 -0.1 0.0
C -0.2 -0.3 0.1
C 0.3 0.1 0.0
C 0.1 0.4 0.1
C 0.1 0.3 0.3
C 0.1 -0.1 0.0
H -0.2 0.4 -0.1
H 0.6 -0.1 0.0
H -0.1 0.3 -0.2
H -0.3 -0.2 0.0
H 0.0 0.2 0.3
H 0.0 0.1 -0.3
H 0.2 -0.2 0.0
H -0.2 -0.2 0.0
H 0.1 0.2 -0.2
H 0.1 0.2 0.2
H 0.1 -0.2 0.0
H -0.1 -0.1 -0.2
H 0.3 -0.1 0.2
H 0.1 0.2 0.3
H -0.2 0.0 -0.1
H 0.3 0.4 -0.1
H 0.4 -0.3 0.1
H -0.1 -0.3 0.0
H 0.0 0.2 0.3
H 0.0 0.3 -0.2
H 0.1 0.1 0.1
H -0.3 -0.4 0.0
H 0.0 -0.4 0.0
H 0.0 0.2 0.2
H 0.3 -0.5 0.0
H 0.0 -0.1 -0.6
H 0.1 0.2 0.2
H -0.2 0.1 -0.3
H -0.3 -0.1 -0.1
C 1.3 0.1 -1.1
C -0.3 0.3 0.0
C -0.2 0.4 -0.2
C -0.2 -0.1 0.3
C -0.1 0.0 0.1
C 0.0 -0.6 0.6
S -0.5 -0.3 0.7
H -0.1 0.5 -0.4
H 0.2 0.1 -0.3
H -0.2 0.2 0.0
H -0.2 0.0 0.2
H 0.0 -0.3 0.2
H 0.2 -0.1 -0.2
N 1.4 -2.5 -2.1
C -0.8 2.1 1.8
C -0.9 0.0 0.4
C 0.5 0.4 -0.9
C -0.8 -1.1 1.0
N 0.9 0.4 0.1
C 0.2 0.5 -0.7
C 0.1 -0.2 -0.2
H -0.1 0.3 0.0
H -0.6 0.4 0.2
H -0.4 0.6 0.0
H -0.3 0.0 0.5


5.
Entry from the OMol25 dataset: a 2-piece molecular cluster, C3H10S2 overall (ωB97M-V with the def2-TZVPD basis set).

Computed properties:
LUMO energy (eV): 0.85
Relative energy (zero: lowest compared OMol25 entry of this formula, charge and spin) (kcal per mole): 31.5
DFT total energy (eV): -24942.329
Total charge: 0
Kohn-Sham gap (eV): 9.503

Last column: Mulliken charge in e.
Cartesian coordinates (Å):
C -2.3466 -1.5900 -0.5518  -0.813
S -1.1623 -0.9060 0.7478  -0.046
C -1.6874 0.8863 0.4537  -0.866
H -3.4286 -1.6265 -0.0444  0.258
H -2.1876 -2.5372 -1.0930  0.329
H -2.5482 -0.8868 -1.3360  0.254
H -1.0198 1.6455 0.8304  0.324
H -1.9360 1.1046 -0.5678  0.298
H -2.6615 0.8808 0.9824  0.302
C 3.5569 0.8768 -0.1436  -0.665
S 2.9712 -0.6990 0.7332  -0.158
H 2.6362 1.4777 -0.2258  0.226
H 4.4067 1.2513 0.4013  0.255
H 3.7531 0.6137 -1.1682  0.262
H 1.6539 -0.4911 0.9820  0.041

Cartesian forces, eV/Å:
C -2.8 0.1 1.7
S -0.6 0.6 -2.0
C -1.4 -1.5 1.0
H 2.3 -0.3 -0.9
H 0.6 0.2 1.0
H 0.5 0.7 -0.4
H 0.3 -0.2 0.4
H 0.4 -0.2 -0.7
H 0.6 0.7 -0.1
C -2.2 -1.3 0.2
S 0.5 0.3 -0.2
H 0.8 0.4 0.5
H -0.1 0.5 0.0
H 0.6 -0.2 -0.2
H 0.5 0.4 -0.4


6.
Entry from the OMol25 dataset: a 3-piece molecular cluster, C4H12NO2 overall (ωB97M-V with the def2-TZVPD basis set).

Computed properties:
LUMO energy (spin up / spin down) (eV): -10.70 / -13.89
Relative energy (zero: lowest compared OMol25 entry of this formula, charge and spin) (kcal per mole): 65.8
Multiplicity: 2
DFT total energy (eV): -9904.582
<S²>: 0.755
Total charge: +2
Kohn-Sham gap (spin up / spin down) (eV): 8.576 / 5.390

Last column: Löwdin spin population.
Cartesian coordinates (Å):
C -0.1076 -1.5107 2.0440  0.057
C -0.3196 -0.4963 0.9231  0.314
C -1.3301 0.4057 0.6253  0.411
N -1.3304 1.2601 -0.5148  0.064
C -1.8414 2.3960 -0.6071  0.095
H -0.1513 -2.4368 1.4794  0.027
H 0.8263 -1.1751 2.5312  0.015
H -0.8611 -1.8254 2.7024  0.001
H 0.5907 -0.5769 0.2159  0.004
H -2.2128 0.4495 1.3213  0.009
H -0.5337 0.8535 -1.2000  0.001
H -1.6624 3.1065 -1.5259  0.000
H -2.2622 2.9077 0.2177  0.002
H 1.0870 0.0084 -1.5498  0.000
H 1.7963 0.6675 -2.6211  0.000
O 0.8515 0.5830 -2.2720  0.001
H 2.7965 -1.3275 0.1362  0.000
H 2.0350 -1.9842 -1.1227  0.000
O 2.6293 -1.3051 -0.7831  -0.001

Cartesian forces, eV/Å:
C -0.4 2.0 -1.9
C 2.7 -2.1 -0.1
C -2.9 1.2 1.0
N 4.0 -5.0 0.2
C 0.3 4.3 -2.5
H 1.5 -0.7 -0.6
H 0.1 -1.0 -0.3
H -1.5 1.0 1.4
H -1.3 0.5 1.0
H 0.8 0.3 -0.8
H -1.6 1.7 -0.2
H -0.3 -1.9 1.4
H -1.1 0.0 1.0
H 0.6 -0.9 0.5
H -1.7 0.5 0.0
O 1.2 0.2 -0.2
H 0.4 -0.8 1.4
H 0.5 -0.6 0.6
O -1.0 1.2 -2.0